[1]
Computed, not measured: a molecular structure, C15H14N5NaO11S, with the ωB97M-V functional and the def2-TZVPD basis.

As for the total energy: -2241.80162 Eh. The calculation puts the relative energy (zero: lowest compared OMol25 entry of this formula, charge and spin) at 0.0 kJ/mol. The charge is -2. For the LUMO energy (spin up / spin down), the calculation gives 3.72 / 3.70 eV. For the highest occupied orbital energy (spin up / spin down), the calculation gives -3.272 / -0.684 eV.

```
47
Properties=species:S:1:pos:R:3:forces:R:3:mulliken_charge:R:1
Na -0.074592 0.447103 -0.059728 -0.142 0.122 0.019 1.1081
N -0.708992 -3.247300 -1.789396 -0.221 -0.136 -0.092 -0.1743
C -0.187181 -2.659862 -0.710845 0.117 0.190 0.184 0.5779
O -0.651070 -1.642150 -0.196782 0.017 -0.393 -0.149 -0.6452
C 1.105193 -3.270638 -0.163903 -0.012 0.019 -0.048 -0.3961
C 2.271783 -2.494689 -0.672766 0.012 -0.082 0.035 -0.9338
H -1.595955 -2.956571 -2.186214 -0.058 0.018 0.000 0.0257
H -0.395281 -4.155017 -2.080722 0.055 0.009 0.006 0.1955
H 1.167532 -4.323409 -0.454101 0.011 0.000 -0.015 0.3634
H 1.037363 -3.211442 0.922638 0.003 0.002 -0.002 0.2044
H 2.610572 -2.645998 -1.687450 0.000 -0.008 -0.007 0.3437
H 2.603736 -1.600495 -0.169190 -0.014 0.032 -0.018 0.3376
O 6.507378 3.812374 1.631704 -0.064 0.274 -0.177 -0.6724
N 5.553267 4.045405 2.363590 0.248 -0.763 0.470 1.0319
O 5.681555 4.616252 3.445156 -0.076 0.281 -0.157 -0.6883
C 4.263307 3.513284 2.002085 -0.080 0.171 -0.128 -0.1887
C 4.127335 2.768314 0.820114 -0.058 -0.020 -0.046 -0.5481
C 2.891703 2.233856 0.455950 0.138 0.063 0.049 -0.2866
C 1.684997 2.539483 1.246693 -0.053 0.029 0.053 0.7675
O 0.522220 2.311787 0.862751 0.114 -0.002 -0.030 -0.8675
C 1.959722 3.213276 2.502615 0.091 -0.113 -0.034 -0.2764
C 3.206253 3.731002 2.847961 -0.081 0.020 0.034 -0.2514
N 0.893537 3.456427 3.430986 -0.360 0.364 -0.164 0.9240
O -0.123044 2.775058 3.391583 0.187 -0.057 0.123 -0.5978
O 1.026412 4.382484 4.241549 0.069 -0.185 0.034 -0.6747
N 2.860738 1.460327 -0.702525 0.124 0.041 -0.086 0.7233
O 3.909335 1.408578 -1.414416 -0.070 -0.022 0.019 -0.7857
O 1.847967 0.725805 -1.017928 -0.012 0.068 0.135 -0.8129
H 4.975038 2.584757 0.183744 -0.005 -0.008 -0.005 0.5721
H 3.325155 4.284208 3.763985 0.006 0.010 0.003 0.5562
N -2.579279 1.052127 0.375902 0.132 0.106 -0.159 -0.3975
C -3.211135 0.060696 -0.386533 -0.186 -0.100 0.110 0.7985
C -3.096993 0.034484 -1.775276 0.034 -0.091 0.006 -0.5274
C -3.513424 -1.084493 -2.482617 -0.114 0.070 0.072 -0.5696
C -4.085332 -2.168527 -1.825882 0.032 -0.019 -0.036 -0.0674
C -4.284428 -2.098469 -0.456274 0.028 0.005 0.017 -0.4487
C -3.859691 -0.991528 0.257177 0.043 0.050 -0.033 -0.6327
S -4.386114 -3.700980 -2.707246 0.161 -0.167 0.203 1.4077
O -3.174942 -3.824796 -3.523502 0.046 0.053 -0.126 -0.7399
O -4.465951 -4.711348 -1.659132 -0.129 0.057 -0.023 -0.7517
O -5.608558 -3.529882 -3.473579 0.017 0.089 -0.059 -0.7011
H -2.853580 1.088769 1.344180 0.030 0.065 0.023 0.1495
H -2.513713 1.971658 -0.035124 -0.031 -0.014 0.025 0.2190
H -2.608605 0.853981 -2.292556 0.015 -0.004 0.007 0.3084
H -3.361243 -1.139632 -3.552521 0.015 -0.005 -0.025 0.3115
H -4.728265 -2.945591 0.049183 0.014 -0.023 -0.011 0.4335
H -3.964731 -0.968680 1.336660 0.011 0.003 0.006 0.2762
```
Positions in Å, forces in eV/Å.

---

[2]
Computed, not measured: 2 unconnected molecules or ions with the total composition CH3I2O2P in a non-equilibrium geometry, with the ωB97M-V functional and the def2-TZVPD basis.

As for the total energy: -1127.16350 Eh. The calculation puts the relative energy (zero: lowest compared OMol25 entry of this formula, charge and spin) at 78.4 kJ/mol. The charge is 0. For the LUMO energy, the calculation gives -1.97 eV. For the highest occupied orbital energy, the calculation gives -9.787 eV. Its structure (SMILES) is CP(=O)=O.II.

```
9
Properties=species:S:1:pos:R:3:forces:R:3:mulliken_charge:R:1
C 0.800244 -0.543781 0.022442 0.068 3.247 5.450 -0.6021
P 1.216400 1.262437 0.014110 0.238 -0.027 -1.919 0.9534
O 1.446682 1.758469 1.344959 0.098 0.338 1.369 -0.5480
O 1.279009 2.022230 -1.253617 -0.295 -1.266 0.957 -0.5609
H -0.174358 -0.480805 0.577325 0.719 -0.598 -0.889 0.0918
H 0.809181 -0.855009 -0.908699 -0.372 -1.966 -4.368 0.3103
H 1.520162 -1.019775 0.713031 -0.256 0.179 -0.557 0.3074
I -2.880350 0.112357 -0.224474 -0.123 0.339 -0.047 0.0491
I -4.016968 -2.256119 -0.285075 -0.077 -0.246 0.004 -0.0011
```
Positions in Å, forces in eV/Å.

---

[3]
Computed, not measured: 9 unconnected molecules or ions with the total composition C43H54N2O25 in a non-equilibrium geometry, with the ωB97M-V functional and the def2-TZVPD basis.

As for the total energy: -3661.33516 Eh. The calculation puts the relative energy (zero: lowest compared OMol25 entry of this formula, charge and spin) at 0.0 kJ/mol. The charge is 0. For the LUMO energy, the calculation gives -1.99 eV. For the highest occupied orbital energy, the calculation gives -9.036 eV.

```
124
Properties=species:S:1:pos:R:3:forces:R:3:mulliken_charge:R:1
C -6.726828 -4.212788 -35.346347 0.927 0.120 0.089 -1.6652
C -6.294806 -4.522746 -33.917193 -0.271 1.176 -0.419 0.9566
C -6.577644 -5.914034 -33.430201 -0.032 -0.577 0.037 -0.2168
O -5.653867 -6.786258 -34.056913 0.129 0.498 0.055 -0.3918
C -6.105408 -8.116576 -34.171898 -0.194 -0.302 0.278 -0.8200
N -4.845504 -4.230542 -33.703329 0.815 -0.158 0.934 0.2837
H -4.691804 -4.307555 -32.667685 0.156 0.404 0.292 -0.8857
H -4.165875 -4.862946 -34.127925 -0.400 -0.178 -0.282 0.5550
H -4.572079 -3.261787 -33.901505 -0.298 0.052 -0.248 0.4070
H -6.083813 -4.748243 -36.048324 -0.281 -0.147 -0.124 0.3783
H -6.567932 -3.146854 -35.514548 -0.083 -0.026 -0.108 0.2734
H -7.773844 -4.441966 -35.516017 -0.030 -0.153 0.056 0.3898
H -6.730338 -3.757729 -33.273787 -0.461 -0.460 0.190 0.2232
H -7.596069 -6.219387 -33.691717 -0.078 0.266 0.015 0.6721
H -6.490209 -5.962599 -32.341105 0.062 -0.117 -0.063 -0.3620
H -6.902921 -8.197983 -34.919273 0.178 -0.005 -0.164 0.3324
H -6.512766 -8.506013 -33.232353 0.180 0.155 0.098 0.3098
H -5.231645 -8.704263 -34.439335 -0.133 -0.135 -0.188 0.2594
C -3.675409 -1.724773 -29.586408 -0.719 -0.011 0.278 -0.5517
C -4.702591 -2.335623 -30.535693 -0.210 0.160 0.448 1.4338
O -4.432938 -3.658079 -30.886251 0.287 -0.412 -0.511 1.8623
H -3.645345 -2.313551 -28.664836 0.344 -0.174 -0.150 0.2695
H -4.065937 -0.752702 -29.261740 0.345 0.168 -0.253 -0.4051
H -2.684234 -1.619761 -30.024309 0.042 0.029 0.078 -0.0073
H -4.795353 -1.684035 -31.418338 -0.082 -0.136 -0.006 -0.8192
H -5.664611 -2.268245 -29.990673 0.039 0.176 -0.343 -0.5210
C -9.369868 -1.308852 -27.072017 0.022 0.106 -0.198 -0.5907
O -8.322640 -0.598562 -27.698519 -0.099 0.215 -0.120 -0.4714
C -7.182559 -1.375861 -27.938215 0.157 -0.462 0.162 0.4690
C -6.555527 -1.996897 -26.694026 0.703 0.208 -0.324 -0.4945
O -6.206571 -1.051064 -25.703191 -0.457 -0.194 0.204 -0.4672
C -5.087743 -0.249443 -26.009838 0.155 -0.390 -0.448 -0.0956
H -9.243724 -1.318174 -25.987006 -0.014 -0.154 0.016 0.2603
H -9.425245 -2.331265 -27.466221 -0.043 -0.054 0.141 0.1843
H -10.299307 -0.799017 -27.321039 -0.001 0.037 0.067 0.2928
H -6.450504 -0.739193 -28.436307 -0.126 0.151 -0.018 0.0748
H -7.403277 -2.220064 -28.615933 -0.123 0.339 0.076 -0.1556
H -5.647788 -2.527206 -27.023192 -0.155 -0.125 -0.013 0.4315
H -7.220224 -2.740074 -26.256108 -0.044 0.118 0.222 0.2844
H -5.345677 0.790278 -25.818674 0.215 0.049 0.095 0.3565
H -4.787679 -0.360348 -27.057394 -0.245 0.125 -0.035 -0.4530
H -4.203771 -0.578206 -25.452788 -0.152 0.195 0.317 0.3603
C -3.708945 4.270575 -27.314984 -0.196 0.171 0.017 0.1026
O -3.294347 4.399744 -26.186309 0.167 -0.103 0.271 -0.5665
N -3.656184 3.141495 -28.057961 -0.148 0.006 -0.138 0.2344
C -3.951094 3.198603 -29.476253 0.554 0.186 -0.080 -0.7789
C -2.929480 1.976051 -27.609034 0.078 -0.222 0.076 -0.1672
H -4.210362 5.108424 -27.832825 -0.014 -0.111 -0.125 0.2782
H -3.036026 3.467445 -30.020770 -0.123 -0.030 -0.165 0.3511
H -4.710060 3.948644 -29.685811 -0.070 -0.002 0.045 0.3355
H -4.274941 2.231132 -29.858076 -0.155 -0.051 0.179 0.0900
H -3.538726 1.095796 -27.803411 0.132 -0.088 -0.114 -0.4324
H -1.976817 1.869094 -28.134891 -0.036 -0.007 -0.054 0.3436
H -2.726247 2.011433 -26.542535 -0.099 0.284 0.020 0.3153
C -7.145140 -0.071733 -34.924513 0.415 0.109 -0.579 -1.3878
C -7.851462 1.048030 -34.727620 -0.463 0.123 -0.221 0.2668
C -7.344234 2.177284 -33.872780 0.907 -0.625 0.846 0.7235
O -7.981770 3.199388 -33.769549 -0.464 0.092 -0.330 -0.5952
C -6.092481 1.933995 -33.156491 -0.397 1.101 -0.043 -0.7371
C -5.422645 0.793347 -33.280209 0.475 -0.207 -0.223 0.4196
C -5.875216 -0.268110 -34.242209 -0.963 -0.165 0.269 1.1243
O -5.213412 -1.285500 -34.327984 0.239 -0.225 -0.170 -0.4087
O -4.299305 0.538392 -32.627368 0.034 -0.090 -0.081 -0.1214
O -9.034213 1.261407 -35.296601 0.196 0.044 0.215 -0.5698
H -7.456973 -0.763896 -35.696062 -0.035 -0.267 0.289 0.4799
H -5.718825 2.760459 -32.565814 -0.026 -0.129 0.166 0.5341
H -3.949338 -0.328097 -32.926672 0.133 0.014 -0.006 0.0013
H -9.361131 2.100237 -34.922826 -0.027 0.160 -0.163 0.3500
C -3.835513 -8.780316 -28.110659 0.325 0.119 0.040 -0.9830
C -4.883912 -9.095041 -28.865401 -0.684 -0.581 -0.084 0.1517
C -5.522041 -8.165886 -29.862594 0.750 0.616 -0.173 1.0409
O -6.375856 -8.607659 -30.620349 -0.242 -0.180 0.152 -0.7548
C -4.987164 -6.836756 -29.892300 0.200 0.019 -0.519 0.7280
C -3.916494 -6.484146 -29.144121 0.167 0.817 0.410 0.2789
C -3.265456 -7.426756 -28.148751 -0.523 -0.746 0.115 0.4704
O -2.377683 -7.078566 -27.412825 0.221 0.305 -0.102 -0.5741
O -3.393710 -5.283568 -29.173097 0.132 -0.569 0.207 -0.7707
O -5.475845 -10.295055 -28.807524 0.169 -0.094 -0.132 -0.5936
H -3.390089 -9.529590 -27.471257 0.039 0.142 0.145 0.4627
H -5.281983 -6.103512 -30.634925 -0.427 -0.222 0.047 -0.5557
H -3.890807 -4.684318 -29.821237 0.023 0.535 -0.243 -0.1838
H -6.106635 -10.322389 -29.549701 -0.111 0.089 0.039 0.3659
C -9.642305 -5.611857 -30.641978 0.049 0.162 -0.455 -1.2352
C -10.297000 -6.119635 -29.600265 -0.201 -0.842 0.240 0.4063
C -9.815164 -5.969685 -28.182798 0.503 0.646 0.271 0.6366
O -10.525121 -6.347854 -27.273218 -0.184 -0.346 -0.199 -0.6418
C -8.518469 -5.340203 -27.997589 0.148 -0.300 0.253 -0.4994
C -7.842927 -4.856791 -29.044918 0.470 -0.220 -0.564 0.2248
C -8.405201 -4.874520 -30.442657 -1.078 0.357 0.085 0.8094
O -7.869250 -4.213115 -31.311337 0.376 -0.113 0.042 -0.4684
O -6.617801 -4.383827 -28.926970 0.250 0.273 0.334 -0.1800
O -11.393768 -6.860522 -29.740641 -0.014 0.236 0.131 -0.5744
H -10.082225 -5.720118 -31.624865 0.263 0.112 -0.112 0.4865
H -8.031145 -5.356945 -27.031456 -0.284 0.070 0.136 0.4936
H -6.272528 -3.969083 -29.744804 -0.089 -0.384 -0.251 -0.4292
H -11.663338 -7.130705 -28.843817 -0.071 0.082 0.073 0.3534
C -0.420155 -1.483364 -33.961422 -0.023 0.149 -0.463 -1.0369
C 0.859683 -1.854485 -33.824069 -0.164 -0.355 0.255 -0.0238
C 1.255830 -2.956290 -32.872690 -0.137 -0.347 0.293 0.9998
O 2.438081 -3.166116 -32.694996 0.195 0.156 -0.206 -0.6494
C 0.191537 -3.703407 -32.226206 -0.375 0.071 0.155 -0.6399
C -1.094567 -3.356964 -32.398476 -0.341 -0.631 -0.378 0.6736
C -1.485319 -2.157324 -33.229922 1.050 0.860 0.501 0.1420
O -2.610740 -1.701868 -33.163952 -0.515 -0.393 -0.070 -0.2084
O -2.081309 -4.129275 -31.943936 0.478 0.560 0.182 -0.5319
O 1.863766 -1.287937 -34.464270 0.187 0.255 -0.043 -0.5881
H -0.652993 -0.647334 -34.610296 -0.236 -0.020 0.103 0.5031
H 0.386425 -4.546013 -31.575822 0.364 0.023 -0.105 0.5697
H -2.832898 -3.609865 -31.523381 -0.704 -0.472 -0.119 -0.2367
H 2.688115 -1.677304 -34.113913 -0.028 -0.085 0.028 0.3817
C 2.191541 0.396105 -31.329743 0.136 0.148 0.112 -0.7100
C 1.386174 -0.243035 -30.467474 0.602 -0.110 0.066 0.2830
C -0.045255 0.175510 -30.283361 -0.406 0.200 -0.817 0.1487
O -0.675798 -0.154843 -29.306687 0.136 -0.446 0.296 -0.5530
C -0.623734 0.957771 -31.380196 -0.155 0.135 0.047 -0.3668
C 0.168640 1.582059 -32.256599 -0.111 -0.721 -0.387 0.0935
C 1.666448 1.407535 -32.235423 -0.033 -0.072 0.449 0.8140
O 2.334169 2.059002 -33.009971 -0.001 0.088 -0.191 -0.6566
O -0.304654 2.222232 -33.323953 0.116 0.424 0.144 -0.5753
O 1.889799 -1.208690 -29.692708 -0.249 -0.015 -0.080 -0.5532
H 3.251323 0.177882 -31.331532 -0.009 -0.005 -0.187 0.4665
H -1.700541 0.993627 -31.499955 -0.008 0.100 0.285 0.9029
H 0.461496 2.646990 -33.751718 0.047 -0.070 -0.080 0.3971
H 1.177062 -1.748249 -29.322258 -0.130 0.243 0.287 0.3577
```
Positions in Å, forces in eV/Å.